# 1
Entry from OMol25: C15H27Br2F9NbO2S3 as an isolated structure at a distorted geometry (ωB97M-V with the def2-TZVPD basis set).

XYZ file:
```
59
C15H27Br2F9NbO2S3 | OMol25 | ωB97M-V with the def2-TZVPD basis set
C -3.23 6.88 0.29
C -2.92 5.72 0.57
Nb -2.29 3.64 1.15
C -3.50 2.88 -0.62
C -3.11 1.50 -1.17
C -1.95 1.54 -2.18
C -1.34 0.13 -2.36
C 0.17 0.01 -2.14
F 0.57 -1.16 -2.68
F 0.78 1.02 -2.76
C 0.53 0.05 -0.64
F 0.46 1.31 -0.24
F -0.34 -0.65 0.09
S 2.27 -0.60 -0.20
F 1.83 -0.87 1.29
F 2.80 0.82 0.26
F 2.81 -0.31 -1.66
F 1.84 -2.06 -0.60
F 3.70 -1.19 0.15
C -3.98 3.50 2.69
Br -5.77 4.11 2.25
C -3.83 3.04 3.92
C -4.85 2.93 5.01
Br -2.10 2.44 4.51
H -3.49 7.85 -0.03
H -1.67 1.95 1.50
H -1.08 4.42 2.30
H -0.91 3.82 -0.05
H -3.40 3.60 -1.44
H -4.53 2.84 -0.29
H -2.90 0.77 -0.39
H -3.97 1.09 -1.71
H -2.41 1.82 -3.12
H -1.24 2.30 -1.90
H -1.87 -0.63 -1.81
H -1.43 -0.14 -3.41
H -4.70 3.72 5.73
H -4.70 1.97 5.51
H -5.85 2.93 4.62
C -0.75 -4.12 0.81
S -1.09 -4.16 -0.96
O -2.55 -3.95 -1.13
C -0.78 -5.92 -1.18
H -0.93 -3.11 1.16
H -1.42 -4.81 1.32
H 0.29 -4.40 0.98
H -1.45 -6.49 -0.53
H 0.26 -6.14 -0.94
H -0.97 -6.17 -2.22
C 6.67 -1.36 -1.05
S 7.88 -1.91 0.16
O 9.13 -1.15 -0.09
C 8.11 -3.55 -0.55
H 6.41 -0.33 -0.82
H 7.10 -1.41 -2.05
H 5.78 -1.98 -0.99
H 8.45 -3.45 -1.59
H 7.17 -4.10 -0.50
H 8.87 -4.06 0.03
```

Properties
Gap between HOMO and LUMO ... 6.74 eV
Charge ... -1

---

# 2
Entry from OMol25: one molecule with the formula C3H6Cl2OSi at a distorted geometry (ωB97M-V with the def2-TZVPD basis set).

XYZ file:
```
13
C3H6Cl2OSi | OMol25 | ωB97M-V with the def2-TZVPD basis set
C -0.18 2.30 0.16
C 0.98 1.67 -0.03
C 1.15 0.19 -0.03
O 0.06 -0.50 -0.36
Si -0.14 -2.02 0.20
Cl 2.31 -0.16 -1.46
Cl 2.16 -0.34 1.41
H -0.41 3.34 0.20
H -1.21 1.76 0.19
H 1.97 2.23 -0.13
H -0.18 -1.88 1.78
H 1.05 -2.73 -0.28
H -1.13 -2.61 -0.81
```

Properties
Spin multiplicity ... 3
Relative energy (zero: lowest compared OMol25 entry of this formula, charge and spin) ... 77.1 kcal/mol
<S²> ... 2.007
Gap between HOMO and LUMO (alpha / beta) ... 6.98 / 7.62 eV
Charge ... 0

---

# 3
Entry from OMol25: one molecule with the formula C3H7NO2 at a distorted geometry (ωB97M-V with the def2-TZVPD basis set).

XYZ file:
```
13
C3H7NO2 | OMol25 | ωB97M-V with the def2-TZVPD basis set
H -1.08 -0.98 2.10
N -0.71 -0.89 1.17
C -1.55 -0.51 0.30
O -1.22 0.05 -0.85
C 0.16 0.51 -0.97
C 0.75 1.13 0.31
O 1.63 0.19 0.87
H -2.64 -0.58 0.41
H 0.13 1.19 -1.83
H 0.79 -0.35 -1.23
H -0.05 1.35 1.03
H 1.24 2.09 0.11
H 0.95 -0.53 1.05
```

Properties
Structure (SMILES) ... [H]/N=C/OCCO
Relative energy (zero: lowest compared OMol25 entry of this formula, charge and spin) ... 48.8 kcal/mol
Gap between HOMO and LUMO ... 10.54 eV
Charge ... 0

---

# 4
Entry from OMol25: an isolated ion of composition C8H11N2O and charge +1 at a distorted geometry (ωB97M-V with the def2-TZVPD basis set).

XYZ file:
```
22
C8H11N2O | OMol25 | ωB97M-V with the def2-TZVPD basis set
C 1.30 1.71 -0.93
C 1.31 0.41 -0.22
C 1.37 -0.88 -1.02
O 2.65 -1.40 -0.86
N 0.31 -1.70 -0.44
C -0.59 -0.96 0.24
C -1.91 -1.25 0.53
C -2.61 -0.31 1.22
C -2.13 0.95 1.60
C -0.79 1.11 1.22
N -0.01 0.24 0.54
H 0.96 2.62 -0.35
H 0.62 1.74 -1.85
H 2.28 1.75 -1.24
H 2.03 0.38 0.66
H 1.18 -0.69 -2.02
H 2.79 -2.05 -1.56
H 0.14 -2.54 -0.89
H -2.30 -2.26 0.29
H -3.68 -0.52 1.34
H -2.67 1.65 2.15
H -0.27 2.00 1.58
```

Properties
Structure (SMILES) ... C[C@@H]1[C@@H](O)[NH+]=C2C=CC=CN21
Relative energy (zero: lowest compared OMol25 entry of this formula, charge and spin) ... 24.5 kcal/mol
Gap between HOMO and LUMO ... 9.28 eV
Charge ... +1

---

# 5
Entry from OMol25: C23H29N5OTl as an isolated structure at a distorted geometry (ωB97M-V with the def2-TZVPD basis set).

XYZ file:
```
59
C23H29N5OTl | OMol25 | ωB97M-V with the def2-TZVPD basis set
Tl -0.17 0.06 0.48
C 0.82 2.74 5.46
C 1.51 2.35 4.32
C 0.80 1.99 3.19
C -0.59 2.02 3.20
C -1.29 2.46 4.33
C -0.58 2.81 5.46
N -1.26 1.54 2.05
N -2.48 1.59 1.97
C -3.11 0.96 0.86
C -4.48 1.12 0.74
C -5.12 0.51 -0.33
C -4.38 -0.25 -1.22
C -3.02 -0.39 -1.01
N -2.39 0.21 0.02
H 1.36 2.99 6.36
H 2.59 2.33 4.32
H 1.33 1.68 2.28
H -2.37 2.50 4.30
H -1.10 3.13 6.34
H -5.00 1.73 1.47
H -6.19 0.61 -0.44
H -4.84 -0.73 -2.07
H -2.42 -1.00 -1.66
C 3.33 -3.52 -2.37
N 2.43 -2.33 -2.43
C 3.10 -1.14 -1.81
C 1.04 -2.58 -1.86
C 1.05 -2.92 -0.40
C 1.32 -4.24 0.00
C 1.41 -4.59 1.34
C 1.23 -3.65 2.33
C 0.91 -2.33 1.99
C 0.81 -2.04 0.64
H 4.26 -3.28 -2.87
H 2.86 -4.36 -2.88
H 3.53 -3.78 -1.34
H 2.29 -2.12 -3.42
H 3.36 -1.38 -0.78
H 2.43 -0.29 -1.84
H 4.01 -0.92 -2.37
H 0.62 -3.39 -2.45
H 0.46 -1.67 -2.04
H 1.45 -4.99 -0.77
H 1.63 -5.62 1.60
H 1.31 -3.91 3.38
H 0.74 -1.60 2.77
C 0.10 4.01 -3.51
N -0.16 2.76 -2.78
C -1.46 2.12 -2.93
C 0.78 2.18 -2.08
O 0.69 1.05 -1.51
H -0.83 4.56 -3.62
H 0.50 3.80 -4.50
H 0.81 4.63 -2.96
H -2.02 2.61 -3.71
H -2.02 2.18 -1.99
H -1.34 1.07 -3.18
H 1.72 2.74 -2.03
```

Properties
Gap between HOMO and LUMO ... 7.14 eV
Charge ... +3

---

# 6
Entry from OMol25: C34H30N9O3S3SeSn as an isolated structure (ωB97M-V with the def2-TZVPD basis set).

XYZ file:
```
81
C34H30N9O3S3SeSn | OMol25 | ωB97M-V with the def2-TZVPD basis set
Sn 0.34 -0.74 -0.50
C 0.08 -6.52 -3.16
C -1.05 -5.53 -2.90
N -1.08 -5.07 -1.53
C -0.50 -3.95 -1.04
S 0.28 -2.86 -2.13
N -0.57 -3.86 0.28
N -0.09 -2.74 0.85
C -0.14 -2.65 2.13
C -0.71 -3.73 3.00
C 0.35 -1.41 2.76
C 0.46 -1.29 4.14
C 0.88 -0.08 4.67
C 1.19 0.97 3.82
C 1.08 0.75 2.46
N 0.69 -0.41 1.95
H 0.01 -6.93 -4.17
H 0.04 -7.34 -2.45
H 1.04 -6.02 -3.05
H -2.02 -5.99 -3.13
H -0.93 -4.66 -3.54
H -1.42 -5.71 -0.83
H -1.20 -4.47 2.37
H -1.44 -3.30 3.69
H 0.07 -4.22 3.58
H 0.22 -2.11 4.79
H 0.99 0.03 5.74
H 1.50 1.93 4.21
H 1.35 1.52 1.74
N 0.42 4.49 -0.76
C -0.62 5.13 -0.07
C -0.53 6.48 0.24
C -1.58 7.13 0.88
C -2.71 6.43 1.25
C -2.79 5.07 0.98
C -1.76 4.42 0.31
S -1.90 2.69 -0.04
N -0.37 2.27 -0.57
C 0.53 3.11 -0.88
C 1.81 2.60 -1.43
C 3.02 3.24 -1.20
C 4.18 2.71 -1.75
C 4.09 1.57 -2.52
C 2.84 0.98 -2.67
N 1.73 1.47 -2.14
H 1.21 5.05 -1.02
H 0.37 7.03 -0.03
H -1.49 8.19 1.09
H -3.53 6.93 1.74
H -3.65 4.49 1.28
H 3.07 4.13 -0.58
H 5.14 3.17 -1.55
H 4.96 1.12 -2.97
H 2.73 0.06 -3.24
Se 3.18 -0.88 0.29
C 4.44 -1.60 -0.92
C 4.17 -2.70 -1.74
C 5.17 -3.21 -2.55
N 6.40 -2.71 -2.62
C 6.66 -1.65 -1.85
C 5.74 -1.06 -1.00
H 3.18 -3.14 -1.72
H 4.98 -4.07 -3.17
H 7.67 -1.26 -1.92
H 6.00 -0.21 -0.39
O -2.28 0.13 2.80
C -2.72 -0.02 1.67
N -2.08 -0.61 0.62
S -3.02 -0.64 -0.71
O -3.46 -1.98 -1.03
O -2.40 0.09 -1.79
C -4.39 0.27 -0.03
C -5.55 0.75 -0.61
C -6.42 1.47 0.20
C -6.14 1.68 1.55
C -4.97 1.19 2.11
C -4.09 0.49 1.30
H -5.75 0.59 -1.66
H -7.33 1.88 -0.23
H -6.84 2.23 2.16
H -4.71 1.36 3.15
```

Properties
Relative energy (zero: lowest compared OMol25 entry of this formula, charge and spin) ... 6.3 kcal/mol
Gap between HOMO and LUMO ... 6.17 eV
Charge ... -1

---

# 7
Entry from OMol25: one molecule with the formula C6H13N2O4P at a distorted geometry (ωB97M-V with the def2-TZVPD basis set).

XYZ file:
```
26
C6H13N2O4P | OMol25 | ωB97M-V with the def2-TZVPD basis set
C 2.39 -0.70 1.86
C 2.37 -0.15 0.40
C 1.51 -0.97 -0.62
O 1.88 1.20 0.39
P 0.29 1.59 -0.15
O 0.79 2.93 -0.95
O -0.10 2.34 1.22
N -1.58 1.40 -1.15
O -2.46 1.20 -0.30
C -2.88 -0.42 -0.09
C -2.75 -1.03 -1.50
C -1.90 -0.84 0.85
N -0.95 -1.24 1.36
H 2.85 -1.63 1.73
H 3.02 -0.06 2.44
H 1.35 -0.88 2.33
H 3.35 -0.09 -0.09
H 0.49 -0.54 -0.69
H 1.50 -1.93 -0.22
H 1.93 -0.89 -1.62
H 1.58 2.79 -1.49
H -0.74 1.88 1.78
H -3.98 -0.36 0.19
H -3.44 -1.82 -1.73
H -2.85 -0.32 -2.29
H -1.67 -1.46 -1.65
```

Properties
Structure (SMILES) ... CC(C)OP(O)(O)=NO[C@@H](C)C#N
Relative energy (zero: lowest compared OMol25 entry of this formula, charge and spin) ... 125.7 kcal/mol
Gap between HOMO and LUMO (alpha / beta) ... 8.10 / 8.10 eV
Charge ... 0

---

# 8
Entry from OMol25: an isolated ion of composition H2O5PS2 and charge -1 at a distorted geometry (ωB97M-V with the def2-TZVPD basis set).

XYZ file:
```
10
H2O5PS2 | OMol25 | ωB97M-V with the def2-TZVPD basis set
O -0.12 -2.20 -0.76
S -0.58 -1.15 0.17
O -0.95 -1.60 1.47
O -1.76 -0.47 -0.66
P 0.91 0.35 -0.12
O 0.76 0.51 -1.60
O -0.14 1.78 0.77
S 2.57 0.38 0.79
H -1.20 0.09 -1.29
H 0.51 2.29 1.23
```

Properties
Structure (SMILES) ... O=S(=O)(O)[P@@]([O-])(O)=S
Relative energy (zero: lowest compared OMol25 entry of this formula, charge and spin) ... 48.5 kcal/mol
Gap between HOMO and LUMO ... 9.00 eV
Charge ... -1

---

Ordered E_tot results: -8036.22365; -1402.82618; -323.70327; -495.94345; -1414.31985; -5842.59503; -988.09895; -1515.26048; unit Ha.
Ordered molecular weight results: 759.28; 157.07; 89.09; 151.19; 595.90; 906.55; 208.15; 177.12; unit g mol⁻¹.